22
Properties=species:S:1:pos:R:3 method="wB97M-V/def2-TZVPD" lumo_energy_ev="-0.13 / -0.13" charge=0 orbital_gap_ev="6.868 / 6.866"
C 0.638 1.026 2.289
C -0.360 1.816 2.547
C -1.832 -2.182 -0.860
C 0.661 0.411 0.907
C -1.250 1.786 1.308
C 0.284 -1.718 -1.966
C -0.365 -0.444 -2.117
C -0.539 0.966 0.243
N -0.659 -2.686 -1.277
S -3.120 -2.867 -0.129
S -1.576 -0.127 -0.733
H 1.561 0.749 2.828
H -0.422 2.320 3.496
H 1.527 0.672 0.318
H 0.823 -0.646 1.098
H -2.389 1.676 1.376
H -1.231 2.841 0.979
H 0.662 -2.176 -2.836
H 1.274 -1.684 -1.363
H 0.268 0.356 -2.007
H -0.946 -0.369 -2.980
H -0.244 -3.633 -1.292

22
Properties=species:S:1:pos:R:3 method="wB97M-V/def2-TZVPD" lumo_energy_ev=-0.31 charge=0 smiles="CC=[P@H](O)Oc1ccccc1" orbital_gap_ev=7.577
C 0.730 0.394 3.240
C -0.335 1.343 2.894
P -0.548 1.603 1.057
O -1.424 2.811 0.873
O -0.853 1.182 -0.844
C -0.351 0.111 -1.433
C 0.028 -0.900 -0.575
C 0.644 -2.031 -1.049
C 0.814 -2.148 -2.421
C 0.330 -1.218 -3.293
C -0.341 -0.104 -2.848
H 0.202 -0.468 3.612
H 1.276 0.866 4.067
H 1.523 0.036 2.427
H -1.264 0.881 3.279
H 0.552 2.134 0.575
H -2.409 2.868 1.145
H -0.030 -0.843 0.456
H 0.577 -2.790 -0.316
H 1.108 -3.050 -2.952
H 0.450 -1.279 -4.341
H -0.680 0.601 -3.552

20
Properties=species:S:1:pos:R:3 method="wB97M-V/def2-TZVPD" lumo_energy_ev=1.15 charge=0 smiles=C1C[C@@H]2[C@H]1C[C@@H]1C[C@@H]12 orbital_gap_ev=10.282
C -1.257 -0.204 -1.225
C -1.206 1.271 -0.470
C 0.341 1.038 -0.472
C 0.279 -0.375 -1.233
C 0.755 -1.467 -0.297
C 1.062 -0.670 1.068
C -0.293 -0.234 1.714
C 0.635 0.753 0.942
H -1.711 0.012 -2.177
H -1.489 -0.917 -0.553
H -1.464 1.952 -1.204
H -1.781 1.357 0.489
H 0.855 1.973 -0.891
H 0.595 -0.511 -2.396
H 1.764 -1.854 -0.720
H -0.074 -2.355 -0.322
H 1.640 -0.899 1.903
H -0.080 -0.164 2.631
H -1.259 -0.754 1.484
H 1.107 1.485 1.600

20
Properties=species:S:1:pos:R:3 method="wB97M-V/def2-TZVPD" lumo_energy_ev=1.02 charge=0 smiles="C=C/C=C/CC(=C)C" orbital_gap_ev=9.695
C 1.543 3.021 1.434
C 0.585 2.816 0.558
C -0.199 1.602 0.378
C 0.228 0.337 0.519
C -0.668 -0.822 0.500
C -0.672 -1.667 -0.837
C -1.767 -1.730 -1.529
C 0.631 -2.314 -0.977
H 2.005 2.342 2.152
H 1.971 3.958 1.738
H 0.337 3.642 -0.082
H -1.246 1.861 0.052
H 1.276 0.270 0.710
H -1.731 -0.588 0.692
H -0.566 -1.486 1.275
H -2.726 -1.207 -1.295
H -2.113 -2.543 -2.224
H 0.905 -3.044 -0.233
H 0.711 -2.880 -1.973
H 1.497 -1.567 -0.857

20
Properties=species:S:1:pos:R:3 method="wB97M-V/def2-TZVPD" lumo_energy_ev=1.12 charge=0 orbital_gap_ev=9.981
C -1.056 -1.220 0.248
C -1.789 -0.052 -0.465
C -0.978 1.058 0.039
C 0.578 1.435 0.101
C 1.786 0.373 -0.525
C 1.778 -0.894 0.268
C 0.276 -0.778 0.181
C -0.052 0.452 1.092
H -1.760 -1.232 1.129
H -1.530 -2.193 -0.405
H -2.965 0.171 -0.473
H -2.094 -0.139 -1.567
H -1.491 2.193 0.179
H 0.625 2.562 0.234
H 2.754 0.902 -0.427
H 1.808 -0.074 -1.705
H 2.305 -1.157 1.179
H 1.961 -1.577 -0.586
H 0.225 -0.295 -0.742
H -0.384 0.465 2.247

21
Properties=species:S:1:pos:R:3 method="wB97M-V/def2-TZVPD" lumo_energy_ev=3.75 charge=-1 orbital_gap_ev=7.723
B 1.378 -2.102 0.449
C 0.866 -1.218 -0.908
C -0.189 -0.261 -0.481
C -1.500 -0.661 -0.554
C -2.498 0.164 -0.138
C -2.197 1.389 0.364
C -0.905 1.792 0.441
C 0.121 0.983 0.025
C 1.520 1.492 0.196
H 1.328 -3.299 0.194
H 0.613 -1.881 1.385
H 2.489 -1.727 0.805
H 1.724 -0.681 -1.295
H 0.474 -1.889 -1.670
H -1.727 -1.645 -0.930
H -3.530 -0.156 -0.186
H -2.965 2.060 0.722
H -0.651 2.761 0.849
H 2.236 0.990 -0.441
H 1.577 2.550 -0.053
H 1.836 1.340 1.225